(1)
{
  "formula": "C16H33ClO9S4",
  "method": "wB97M-V/def2-TZVPD",
  "elements": ["C", "C", "C", "Cl", "O", "S", "O", "O", "C", "H", "H", "H", "H", "H", "H", "H", "H", "H", "C", "C", "C", "S", "O", "O", "C", "H", "H", "H", "H", "H", "H", "H", "H", "C", "C", "C", "S", "O", "O", "C", "H", "H", "H", "H", "H", "H", "H", "H", "C", "C", "C", "S", "O", "O", "C", "H", "H", "H", "H", "H", "H", "H", "H"],
  "xyz": [[0.149, 3.190, 0.282], [-0.152, 4.007, -0.975], [0.280, 5.458, -0.896], [-0.053, 6.255, -2.470], [-0.220, 6.217, 0.193], [-1.789, 5.965, 0.663], [-2.096, 7.132, 1.420], [-2.591, 6.155, -0.762], [-3.708, 5.232, -0.780], [1.067, 3.541, 0.737], [-0.647, 3.321, 1.001], [0.183, 2.144, 0.013], [0.441, 3.579, -1.777], [-1.175, 3.899, -1.302], [1.351, 5.479, -0.769], [-4.627, 5.753, -1.001], [-3.473, 4.441, -1.480], [-3.830, 4.763, 0.193], [2.962, -1.026, 2.924], [1.791, -2.017, 2.928], [0.517, -1.213, 2.633], [1.030, 0.204, 1.651], [0.793, 1.394, 2.425], [0.534, 0.053, 0.302], [2.777, -0.162, 1.680], [3.921, -1.536, 2.913], [2.919, -0.400, 3.819], [1.943, -2.768, 2.150], [1.709, -2.544, 3.878], [-0.211, -1.788, 2.066], [0.061, -0.830, 3.543], [3.342, 0.767, 1.712], [3.015, -0.717, 0.780], [-3.589, -1.366, -1.003], [-5.070, -1.357, -1.412], [-5.631, 0.030, -1.072], [-4.239, 1.164, -1.167], [-3.984, 1.695, 0.149], [-4.403, 2.041, -2.301], [-2.999, -0.067, -1.539], [-3.063, -2.233, -1.399], [-3.505, -1.389, 0.086], [-5.151, -1.534, -2.486], [-5.635, -2.141, -0.909], [-6.395, 0.353, -1.773], [-6.020, 0.072, -0.056], [-2.059, 0.211, -1.067], [-2.884, -0.099, -2.622], [4.907, -5.108, -1.263], [3.871, -5.922, -0.476], [3.212, -4.972, 0.533], [3.304, -3.331, -0.197], [4.174, -2.519, 0.619], [1.983, -2.891, -0.566], [4.205, -3.813, -1.664], [5.270, -5.648, -2.135], [5.765, -4.883, -0.626], [3.117, -6.312, -1.162], [4.325, -6.773, 0.029], [2.168, -5.217, 0.710], [3.753, -4.944, 1.477], [4.886, -3.015, -1.947], [3.475, -3.983, -2.454]],
  "forces_ev_per_angstrom": [[-0.66, 0.79, -0.51], [0.44, -0.32, 0.02], [-0.10, -0.26, 0.21], [0.10, 0.17, -0.01], [-0.68, -0.01, -0.72], [-0.13, -0.43, -0.50], [0.10, 0.77, 0.75], [0.28, -0.28, 0.53], [0.52, -0.27, 0.15], [0.30, -0.26, 0.13], [-0.09, -0.04, 0.36], [0.20, 0.05, 0.08], [0.12, 0.07, -0.32], [-0.43, 0.11, 0.02], [0.29, 0.21, 0.00], [-0.06, 0.27, -0.32], [-0.30, -0.05, -0.34], [-0.06, -0.10, 0.19], [-0.11, 0.05, 0.08], [0.03, 0.06, 0.01], [-0.01, -0.40, 0.11], [0.38, -0.64, 0.10], [-0.15, 0.08, -0.01], [-0.18, 0.15, 0.13], [0.16, 0.07, 0.19], [0.03, 0.00, -0.06], [-0.01, 0.01, 0.00], [-0.05, 0.10, 0.03], [-0.02, 0.02, 0.02], [-0.05, 0.12, -0.06], [0.00, 0.11, -0.03], [-0.14, 0.09, -0.03], [-0.09, 0.10, 0.01], [-0.13, 0.01, 0.05], [0.07, 0.02, 0.01], [-0.14, -0.34, -0.05], [0.10, -0.09, -0.14], [-0.05, 0.15, -0.07], [0.01, 0.14, 0.17], [0.14, -0.26, 0.04], [0.01, 0.00, 0.00], [0.03, 0.01, -0.01], [0.01, 0.02, -0.01], [-0.01, 0.00, 0.00], [0.02, 0.13, 0.02], [0.07, 0.09, 0.03], [0.00, 0.13, 0.01], [-0.02, 0.06, -0.01], [-0.05, 0.00, 0.11], [0.02, 0.05, -0.05], [0.05, -0.36, 0.00], [0.07, -0.50, -0.46], [0.02, -0.08, -0.06], [0.07, 0.24, 0.24], [0.21, -0.21, -0.13], [0.01, 0.00, -0.01], [0.02, 0.03, -0.02], [-0.01, 0.02, -0.01], [0.00, -0.01, 0.02], [-0.03, 0.13, 0.05], [0.01, 0.10, 0.00], [-0.08, 0.10, 0.06], [-0.05, 0.04, 0.02]],
  "multiplicity": 1,
  "charge": 0,
  "energy_ha": -3359.477431,
  "gap_ev": 9.53,
  "homo_energy_ev": -9.3
}


(2)
{
  "formula": "C16H34BCoNP2",
  "method": "wB97M-V/def2-TZVPD",
  "elements": ["P", "P", "C", "C", "H", "H", "H", "H", "C", "H", "H", "H", "C", "H", "H", "H", "C", "H", "H", "H", "C", "H", "H", "H", "Co", "C", "C", "C", "C", "C", "C", "C", "C", "C", "H", "H", "H", "H", "H", "H", "H", "H", "H", "H", "H", "H", "H", "H", "H", "B", "C", "N", "H", "H", "H"],
  "xyz": [[2.047, 1.862, -1.680], [-0.657, 0.884, -0.774], [1.114, 0.665, -2.780], [-0.355, 1.054, -2.639], [1.378, -0.348, -2.379], [1.506, 0.819, -3.805], [-0.583, 2.092, -2.863], [-1.005, 0.450, -3.252], [-1.636, -0.755, -1.343], [-1.898, -1.458, -0.540], [-1.066, -1.316, -2.109], [-2.572, -0.437, -1.843], [-2.245, 1.704, -0.342], [-3.021, 1.542, -1.106], [-2.037, 2.777, -0.231], [-2.605, 1.308, 0.626], [3.678, 1.093, -1.581], [4.329, 1.692, -0.933], [4.134, 1.053, -2.581], [3.547, 0.082, -1.154], [1.974, 3.254, -2.877], [1.534, 2.936, -3.832], [3.002, 3.575, -2.947], [1.341, 4.030, -2.446], [0.807, 2.722, -0.384], [-2.840, -3.619, 1.313], [-1.604, -4.097, 1.433], [-0.718, -4.654, 0.377], [0.257, -3.549, -0.055], [0.237, -2.398, 0.880], [-0.556, -1.635, 1.704], [-1.866, -1.531, 2.445], [-3.170, -2.321, 1.987], [2.773, 3.689, -0.165], [-3.644, -4.127, 0.739], [-1.123, -3.935, 2.394], [-1.235, -5.018, -0.517], [-0.127, -5.436, 0.859], [1.290, -3.917, -0.028], [0.152, -3.210, -1.112], [1.052, -1.745, 0.570], [-0.173, -0.575, 1.698], [-2.178, -0.489, 2.204], [-1.882, -1.524, 3.587], [-3.870, -2.531, 2.862], [-3.745, -1.665, 1.247], [2.435, 4.566, 0.405], [3.350, 4.036, -1.045], [3.437, 3.072, 0.444], [0.502, 1.736, 4.099], [0.520, 2.199, 2.612], [0.499, 2.482, 1.470], [-0.197, 2.532, 4.721], [1.670, 1.781, 4.495], [0.044, 0.602, 4.172]],
  "forces_ev_per_angstrom": [[0.88, -1.88, -3.76], [-2.47, -3.48, -1.95], [0.98, 0.02, 0.16], [0.22, 0.56, 0.77], [-0.66, 0.49, -0.63], [-0.23, -0.57, 0.44], [0.46, 0.38, -0.53], [-0.23, -0.11, -0.02], [0.12, -0.48, 0.51], [0.16, 0.35, -0.12], [-0.01, 0.30, 0.59], [0.51, 0.11, 0.30], [0.05, 0.68, -0.09], [0.34, 0.17, 0.26], [-0.44, -0.06, 0.16], [0.31, 0.21, -0.41], [0.41, 0.29, 0.14], [-0.11, -0.30, -0.13], [-0.18, -0.19, 0.27], [0.14, 0.47, -0.26], [-0.15, -0.57, -0.29], [0.42, 0.17, 0.24], [0.08, 0.63, -0.50], [0.25, 0.34, -0.10], [-0.51, 2.19, 3.14], [-0.78, -0.20, -0.37], [-0.48, -0.57, -0.04], [0.01, -1.22, -0.02], [0.08, -0.74, 0.65], [-0.53, 3.16, 0.13], [1.22, 0.73, -0.89], [-2.55, 0.37, 0.44], [-0.67, -0.17, 0.88], [0.21, 0.13, -0.18], [0.89, 0.77, -0.56], [0.46, 0.76, -0.38], [-0.16, -0.27, 0.38], [0.01, -0.34, -0.48], [-0.12, -0.22, -0.04], [-0.41, 0.01, 0.75], [0.29, 0.04, 0.10], [0.25, -1.23, 0.57], [0.39, -0.37, 0.51], [0.90, -0.22, -1.49], [0.73, 0.72, -0.86], [0.67, -1.02, 0.90], [0.07, -0.23, -0.05], [-0.27, -0.03, 0.63], [-0.21, 0.23, 0.26], [0.23, 0.07, 0.78], [-0.30, 0.28, -2.27], [-0.14, -0.19, 3.05], [0.19, -0.18, -0.23], [-0.43, -0.03, -0.16], [0.10, 0.27, -0.21]],
  "multiplicity": 4,
  "charge": 0,
  "energy_ha": -2774.807792,
  "gap_ev": [6.34, 7.73],
  "homo_energy_ev": [-6.8, -8.2]
}


(3)
{
  "formula": "C16H34BCuNP2",
  "method": "wB97M-V/def2-TZVPD",
  "elements": ["P", "P", "C", "C", "H", "H", "H", "H", "C", "H", "H", "H", "C", "H", "H", "H", "C", "H", "H", "H", "C", "H", "H", "H", "Cu", "C", "C", "C", "C", "C", "C", "C", "C", "C", "H", "H", "H", "H", "H", "H", "H", "H", "H", "H", "H", "H", "H", "H", "H", "B", "C", "N", "H", "H", "H"],
  "xyz": [[-0.172, -1.749, -1.942], [0.051, 1.884, -2.186], [-0.488, -0.632, -3.353], [0.304, 0.694, -3.474], [-1.576, -0.459, -3.401], [-0.215, -1.269, -4.214], [1.384, 0.504, -3.566], [-0.032, 1.222, -4.381], [-1.608, 2.580, -2.366], [-1.860, 3.214, -1.505], [-2.366, 1.785, -2.380], [-1.697, 3.161, -3.287], [1.283, 3.187, -2.173], [1.084, 3.860, -3.024], [2.288, 2.758, -2.272], [1.236, 3.753, -1.231], [-1.256, -3.134, -2.350], [-1.282, -3.871, -1.538], [-0.848, -3.593, -3.261], [-2.274, -2.771, -2.538], [1.512, -2.337, -2.183], [2.232, -1.515, -2.245], [1.536, -2.892, -3.126], [1.818, -2.991, -1.360], [-0.225, -1.803, 2.609], [0.687, 2.192, 1.262], [-0.664, 2.016, 1.160], [-1.522, 1.122, 0.272], [-1.807, -0.399, 0.339], [-0.611, -1.371, 0.157], [0.752, -1.071, 0.410], [1.313, 0.183, -0.135], [1.783, 1.174, 0.960], [0.724, -3.120, 3.605], [1.035, 2.999, 1.936], [-1.232, 2.587, 1.910], [-1.200, 1.138, -0.798], [-2.528, 1.586, 0.246], [-2.455, -0.657, 1.202], [-2.486, -0.654, -0.536], [-0.889, -2.448, 0.009], [1.434, -1.908, 0.697], [0.591, 0.737, -0.866], [2.164, -0.101, -0.784], [2.141, 0.523, 1.805], [2.711, 1.676, 0.591], [1.613, -2.658, 4.056], [0.973, -3.855, 2.834], [0.030, -3.521, 4.358], [-0.221, 0.957, 6.458], [-0.199, 0.293, 5.026], [-0.208, -0.300, 4.006], [0.754, 0.588, 7.117], [-1.238, 0.520, 6.998], [-0.276, 2.189, 6.451]],
  "forces_ev_per_angstrom": [[-1.92, 1.71, -1.23], [-0.76, 0.57, 1.67], [0.36, -0.36, -1.06], [-0.06, 0.04, -1.69], [0.37, -0.04, 0.08], [-0.31, 0.49, -0.25], [-0.28, 0.04, -0.01], [0.36, -0.65, -0.34], [-0.25, 0.79, -1.18], [0.31, -0.12, -0.20], [0.30, 0.07, -0.09], [-0.32, 0.18, -0.01], [0.08, 0.81, -1.19], [0.50, 0.14, 0.28], [-0.23, 0.07, 0.01], [-0.14, -0.31, -0.31], [0.31, -0.45, -0.77], [0.04, 0.09, -0.22], [-0.44, -0.31, 0.10], [0.28, -0.06, 0.07], [0.30, -0.30, -0.11], [-0.27, -0.12, 0.04], [0.07, -0.04, 0.13], [-0.07, 0.07, -0.16], [0.63, 2.02, 0.17], [-0.52, -1.07, 1.49], [1.12, -0.43, 0.58], [-0.84, -0.53, -0.87], [-0.25, -0.78, -0.66], [1.14, -0.65, -0.14], [-0.92, -1.36, 3.19], [0.42, 0.10, 0.41], [0.58, 0.00, -1.70], [0.14, -0.71, 0.15], [-0.46, -0.46, -0.30], [0.06, 0.26, -0.85], [0.01, 0.51, 1.51], [0.39, -0.22, 0.19], [0.78, -0.25, 0.03], [0.48, 0.55, 0.75], [-0.03, 0.75, 1.68], [-0.52, 0.52, -0.74], [1.22, -1.28, 1.72], [0.04, 0.16, 0.34], [-0.76, 1.15, -0.17], [-0.63, -0.03, 0.31], [-0.42, -0.11, -0.20], [0.12, -0.12, 0.22], [0.28, 0.15, -0.21], [-0.14, 0.30, 0.82], [0.07, -1.26, -1.93], [-0.28, 0.88, 1.73], [-0.23, 0.01, -0.48], [0.21, 0.05, -0.24], [0.06, -0.48, -0.36]],
  "multiplicity": 2,
  "charge": 0,
  "energy_ha": -3032.487031,
  "gap_ev": [6.49, 5.39],
  "homo_energy_ev": [-6.6, -6.5]
}


(4)
{
  "formula": "C16H34BO2P2S",
  "method": "wB97M-V/def2-TZVPD",
  "elements": ["C", "C", "P", "C", "B", "P", "S", "O", "C", "C", "C", "C", "C", "C", "C", "C", "C", "C", "C", "C", "C", "O", "H", "H", "H", "H", "H", "H", "H", "H", "H", "H", "H", "H", "H", "H", "H", "H", "H", "H", "H", "H", "H", "H", "H", "H", "H", "H", "H", "H", "H", "H", "H", "H", "H", "H"],
  "xyz": [[-2.259, 0.252, -4.213], [-1.588, -1.129, -4.117], [0.140, -0.994, -3.442], [1.172, -1.745, -4.791], [0.265, -2.044, -1.779], [1.890, -3.195, -1.611], [1.923, -4.714, -2.895], [-0.823, -3.064, -1.812], [-1.218, -3.165, -0.482], [-1.167, -1.677, 0.063], [-2.472, -1.091, -0.541], [-1.135, -1.880, 1.573], [-0.787, -0.634, 2.429], [-1.264, 0.713, 1.872], [-1.499, 1.683, 3.068], [-0.264, 1.414, 0.939], [1.208, 1.464, 1.432], [1.744, 2.880, 1.482], [2.405, 3.347, 2.535], [3.545, 4.311, 2.319], [2.133, 2.974, 3.969], [0.026, -1.273, -0.550], [-2.493, 0.637, -3.224], [-3.180, 0.153, -4.789], [-1.592, 0.950, -4.708], [-2.217, -1.786, -3.520], [-1.565, -1.541, -5.126], [0.695, -2.603, -5.260], [2.151, -2.064, -4.448], [1.314, -1.003, -5.575], [3.087, -2.437, -1.668], [1.836, -3.789, -0.326], [-0.528, -3.842, 0.045], [-2.206, -3.604, -0.301], [-2.889, -1.799, -1.245], [-3.189, -1.025, 0.277], [-2.312, -0.106, -0.970], [-2.057, -2.368, 1.879], [-0.347, -2.609, 1.753], [0.277, -0.666, 2.642], [-1.286, -0.765, 3.390], [-2.229, 0.642, 1.387], [-1.893, 1.176, 3.942], [-2.184, 2.451, 2.713], [-0.584, 2.218, 3.295], [-0.602, 2.451, 0.859], [-0.319, 1.024, -0.071], [1.344, 1.061, 2.426], [1.802, 0.927, 0.699], [1.525, 3.483, 0.608], [3.499, 4.742, 1.324], [3.465, 5.125, 3.045], [4.489, 3.798, 2.462], [1.177, 3.396, 4.267], [2.145, 1.905, 4.163], [2.889, 3.431, 4.604]],
  "forces_ev_per_angstrom": [[0.12, -0.57, -0.03], [-0.15, 0.28, 0.05], [0.79, 1.02, -0.07], [-0.38, -0.05, -0.21], [-1.23, -0.92, -0.36], [-0.32, -0.41, -0.69], [0.30, -0.05, -0.11], [-0.24, 0.22, 0.25], [0.03, -0.15, 0.54], [-0.65, -3.50, -1.15], [0.45, 0.33, 1.16], [1.11, 1.26, 0.02], [-1.08, -0.73, -0.34], [0.88, 0.70, 1.29], [0.00, 0.06, -1.03], [-0.23, 0.16, 0.01], [-1.35, 1.24, -0.22], [-0.66, -1.31, -0.02], [0.72, 0.56, -0.19], [-1.34, 1.00, 0.48], [0.74, -0.31, -0.13], [0.42, 1.09, 0.35], [-0.03, 0.14, 0.08], [-0.19, 0.20, -0.01], [0.01, 0.22, -0.08], [0.15, -0.21, 0.12], [0.24, -0.22, -0.05], [-0.02, -0.26, 0.13], [0.05, 0.00, 0.18], [0.06, 0.18, -0.02], [0.02, -0.14, 0.45], [0.39, 0.57, 0.14], [0.17, 0.29, 0.28], [-0.18, 0.03, -0.58], [0.08, 0.23, -0.50], [-0.25, 0.27, -0.03], [-0.10, 0.08, -0.15], [-0.31, 0.21, 0.00], [0.08, -0.15, 0.07], [0.15, 0.33, -0.10], [0.08, -0.09, 0.19], [-0.09, -0.41, -0.27], [-0.11, 0.08, 0.18], [-0.25, 0.12, 0.26], [0.28, -0.10, 0.40], [-0.14, 0.11, -0.04], [0.15, -0.31, -0.07], [-0.04, -0.51, 0.00], [0.31, -0.26, 0.14], [1.06, -0.04, -0.48], [0.17, -0.02, -0.20], [0.38, 0.17, 0.02], [0.21, -0.13, 0.01], [-0.18, -0.11, 0.06], [-0.16, -0.12, 0.11], [0.10, -0.06, 0.15]],
  "multiplicity": 1,
  "charge": -1,
  "energy_ha": -1886.330084,
  "gap_ev": 6.46,
  "homo_energy_ev": -3.8
}